(1)
Computed, not measured: a 2-piece molecular cluster, C8H15PS overall at a distorted geometry, with ωB97M-V with the def2-TZVPD basis set.

The geometry in XYZ format:
```
25
Properties=species:S:1:pos:R:3:forces:R:3:nbo_charge:R:1
C -1.393925 -1.126840 -2.904032 1.6 -1.2 0.6 -0.66
C -1.652223 -0.803860 -1.396481 1.7 3.6 -1.5 -0.30
P -0.996147 0.769666 -0.762191 -0.4 -2.7 -1.4 0.53
C -1.407557 0.214980 0.936449 -0.1 3.5 -0.3 -0.61
C -1.713387 1.403787 1.881163 2.1 -0.7 0.9 -0.59
C -2.344415 -0.847112 0.819508 -1.3 -2.7 1.2 -0.14
C -2.456043 -1.421604 -0.414212 -0.6 -1.4 0.9 -0.28
H -0.266079 -1.040509 -3.195928 -1.7 -0.7 1.1 0.23
H -1.718390 -0.348362 -3.566227 -1.1 0.3 -0.2 0.23
H -1.777973 -2.146839 -3.217195 0.4 1.3 0.3 0.22
H -0.378455 -0.001941 1.187741 0.6 -1.1 0.1 0.30
H -1.059362 2.302789 1.777920 -0.2 -0.9 -0.4 0.22
H -1.502193 1.043009 2.905387 -0.6 0.3 -0.2 0.20
H -2.688862 1.733881 1.752690 -1.9 0.5 0.1 0.21
H -2.880244 -1.291572 1.712857 0.6 0.7 -1.1 0.21
H -3.068672 -2.351790 -0.555219 0.6 1.0 -0.1 0.22
C 2.610288 0.133608 -0.438370 0.3 -2.2 4.4 -0.71
S 1.983719 1.222093 0.905607 0.0 0.2 -0.9 0.14
C 3.505722 1.242606 1.916350 -2.2 -2.0 -0.7 -0.71
H 2.763537 -0.880081 0.172119 0.1 1.9 -1.7 0.20
H 1.954204 -0.066638 -1.210323 -1.6 0.0 -1.4 0.23
H 3.513814 0.542592 -0.772243 1.4 0.3 -0.6 0.21
H 4.263591 1.755865 1.423084 1.3 1.2 -0.5 0.21
H 3.757964 0.170917 1.975988 0.2 0.5 0.7 0.21
H 3.103558 1.693662 2.800627 0.6 0.1 0.8 0.23
```
Forces are in eV/Å.

HOMO level = -7.498 eV
orbital gap = 7.535 eV
net charge = 0


(2)
Computed, not measured: C8H16AlN2PS as an isolated structure at a distorted geometry, with ωB97M-V with the def2-TZVPD basis set.

The geometry in XYZ format:
```
29
Properties=species:S:1:pos:R:3:forces:R:3:nbo_charge:R:1
C -0.248932 -0.126648 -2.999931 1.2 0.7 0.3 -0.37
C -1.037924 1.047569 -2.908347 0.8 -0.5 0.4 -0.36
C -0.152043 2.137258 -2.683517 0.2 -0.3 -0.5 -0.32
C 1.189267 1.685532 -2.727569 -0.5 -0.7 0.6 -0.35
C 1.147041 0.273980 -2.897700 -1.0 0.2 0.3 -0.38
Al 1.782100 -1.972152 -0.571766 2.4 -0.1 -1.0 0.51
P 0.118298 -3.494761 -1.123447 -1.6 -0.6 -0.4 -0.05
H -0.569026 -1.144633 -3.163336 -0.2 0.0 -0.2 0.17
H -2.116615 1.088528 -3.021968 0.2 0.1 0.1 0.19
H -0.451325 3.170667 -2.608333 -0.1 0.1 0.0 0.19
H 2.014329 -0.375304 -2.906992 0.1 -0.1 -0.4 0.19
H 2.096097 2.268894 -2.537729 -0.4 -0.1 -0.2 0.19
H 0.955639 -4.480476 -1.709482 -0.5 0.3 0.2 0.06
H -1.068875 -3.606260 -1.913135 0.0 -0.4 0.2 0.01
H -0.228908 -4.122596 0.108407 0.1 -0.1 -0.4 0.04
C 0.408289 1.414506 3.674856 -0.2 0.5 0.0 -0.42
N 0.619021 1.435124 2.220985 0.4 0.0 0.2 -0.60
C 0.509048 0.316911 1.476057 1.2 -0.1 -1.0 0.40
S 1.885427 -0.021443 0.416124 -1.8 1.5 1.8 -0.25
N -0.559261 -0.473021 1.581844 0.5 0.0 -0.2 -0.56
C -1.819292 -0.063436 2.182634 -0.2 -0.2 0.2 -0.42
H -0.126982 0.517222 3.986019 0.1 0.2 -0.1 0.21
H -0.160673 2.301494 3.962474 0.0 -0.2 0.1 0.21
H 1.374893 1.457416 4.184288 -0.1 -0.2 -0.1 0.21
H 1.420704 2.005431 1.941257 -0.5 -0.3 0.1 0.42
H -0.538792 -1.340309 1.042533 -0.1 0.7 0.2 0.42
H -2.639110 -0.354596 1.528868 0.0 0.1 -0.1 0.23
H -1.955826 -0.562474 3.143478 -0.1 0.1 0.0 0.20
H -1.846563 1.017569 2.323429 0.1 -0.2 -0.1 0.23
```
Forces are in eV/Å.

HOMO level = -5.702 eV
orbital gap = 5.184 eV
net charge = 0


(3)
Computed, not measured: C8H16AlO10P as an isolated structure at a distorted geometry, with ωB97M-V with the def2-TZVPD basis set.

The geometry in XYZ format:
```
36
Properties=species:S:1:pos:R:3:forces:R:3:nbo_charge:R:1
Al 1.146169 -0.974712 -1.478478 -2.3 -6.6 1.1 1.93
P 1.234689 -3.523012 -1.911858 -3.2 -3.7 2.8 2.39
O 1.507869 -2.634772 -3.184578 1.1 2.4 1.2 -1.04
O 1.068299 -5.069932 -2.176158 1.4 4.2 0.4 -1.07
O -0.182991 -2.920352 -1.414098 1.6 1.9 -0.3 -1.22
O 2.025879 -2.989462 -0.570028 0.4 1.2 -3.7 -1.18
C 0.542389 3.049798 2.522952 -0.5 0.9 -0.2 -0.63
C 1.433239 2.277788 1.513612 -0.3 1.7 1.5 -0.10
O 1.827539 1.082468 2.176882 0.5 -1.7 -1.8 -0.46
C 1.945539 -0.102602 1.539072 -0.1 -0.3 3.2 1.07
O 1.532029 -0.459692 0.425872 0.0 1.4 -1.0 -0.80
O 2.403969 -0.962102 2.463562 -0.3 2.5 -2.5 -0.43
C 2.286879 -2.313382 2.069062 -1.2 -2.1 0.6 -0.32
H 0.071189 2.498358 3.336572 0.3 -0.5 -0.2 0.24
H -0.279661 3.501998 1.968112 0.5 0.1 0.9 0.21
H 1.016539 3.924938 2.967262 0.6 -0.3 0.1 0.22
H 2.291099 2.944688 1.427462 0.4 -0.6 -0.6 0.20
H 0.912489 2.144588 0.565362 0.6 -0.3 0.2 0.20
H 1.239699 -2.521032 1.849052 -0.2 0.1 0.2 0.20
H 2.520969 -2.848492 2.989372 0.4 -0.2 -0.4 0.20
H 2.722629 -2.648342 1.127772 0.9 0.4 0.4 0.28
C -1.345031 2.298968 0.478392 -0.8 0.8 -0.3 -0.62
C -2.053821 2.469868 -0.861498 2.3 -0.3 0.4 -0.06
O -2.613621 1.253418 -1.176878 -1.3 -5.5 -2.0 -0.50
C -2.007011 0.078838 -1.706788 -1.4 0.5 -0.3 1.08
O -0.784751 -0.146442 -1.848228 0.5 1.2 0.7 -0.80
O -2.934501 -0.772512 -2.138858 1.2 1.6 1.7 -0.46
C -2.494131 -2.135252 -2.630948 -0.7 1.2 -0.7 -0.26
H -0.744871 3.173698 0.728912 -0.5 -0.4 -1.1 0.20
H -0.728651 1.400118 0.494082 -0.2 0.1 -0.2 0.20
H -2.057951 2.220498 1.299172 -0.2 -0.1 -0.1 0.23
H -1.343841 2.639108 -1.671058 0.2 0.9 0.1 0.18
H -2.858591 3.204638 -0.837738 0.1 -0.1 -0.1 0.21
H -1.978421 -1.839492 -3.544548 0.4 -0.8 0.1 0.19
H -3.430071 -2.629352 -2.891668 0.0 0.2 0.2 0.20
H -1.891181 -2.672832 -1.899138 0.2 0.3 -0.2 0.29
```
Forces are in eV/Å.

HOMO level = -7.809 eV
orbital gap = 4.652 eV
net charge = 0


(4)
Computed, not measured: an isolated ion of composition C8H16B2ClN4O5 and charge +1 at a distorted geometry, with ωB97M-V with the def2-TZVPD basis set.

The geometry in XYZ format:
```
36
Properties=species:S:1:pos:R:3:forces:R:3:nbo_charge:R:1
C -0.615494 2.071604 -3.075434 0.7 -0.5 0.5 -1.02
B 0.186700 2.020976 -1.633668 0.5 1.8 -1.2 1.02
O 1.274640 2.941651 -1.380245 -1.5 -2.6 -1.3 -0.88
C -0.309092 0.865253 -0.584966 -0.4 -0.9 -0.9 -0.30
O -1.477404 1.369334 0.196172 1.6 -3.3 1.7 -0.50
C -1.536606 0.412157 1.304474 -0.9 3.4 -1.2 0.67
Cl -2.281367 -1.217502 0.949304 1.1 2.0 0.7 0.08
O -2.196100 1.179553 2.369656 -1.3 1.3 -2.5 -0.51
C -2.963849 2.253247 1.799794 -3.6 0.3 -1.4 0.50
N -3.837489 2.921675 1.280486 5.1 -3.4 3.1 -0.26
N -0.066959 0.397173 1.711906 0.2 0.5 0.7 -0.72
B 0.319125 -0.294781 3.008614 0.5 -1.5 4.4 1.29
N 0.667769 -1.732487 3.181065 -0.4 1.6 -0.8 -1.18
O 0.296895 0.533264 4.213959 -1.4 -1.2 -2.9 -0.91
C 0.789400 0.262018 0.473199 0.0 0.9 -2.1 -0.05
C 1.482888 -1.137020 0.106567 0.4 -0.2 0.7 -0.44
C 1.800103 -1.349295 -1.460980 0.1 -0.8 0.4 -0.51
C 0.823992 -2.508772 -1.990264 1.3 -4.0 -2.0 0.68
N -0.655020 -2.385109 -1.971744 1.1 1.1 0.3 -0.96
O 1.301898 -3.611034 -2.409007 -1.3 4.7 2.0 -0.50
H -1.649544 1.589265 -2.943002 1.4 0.9 -0.5 0.25
H -0.011491 1.392919 -3.787269 -0.9 0.9 0.8 0.25
H -0.636557 3.116828 -3.538338 -0.2 -1.5 0.7 0.26
H 1.645320 3.155755 -2.274612 -0.5 0.3 1.2 0.51
H -0.824280 0.048949 -1.219847 1.5 0.7 0.9 0.27
H 0.083564 1.406559 1.961598 -0.6 -0.8 0.0 0.48
H 1.513171 -1.856986 3.760185 -1.0 0.0 0.0 0.43
H -0.122786 -2.302409 3.514984 0.7 0.1 -0.4 0.43
H -0.560056 0.260547 4.646939 1.3 0.5 0.0 0.52
H 1.582597 1.077633 0.610720 -0.9 -1.3 -0.3 0.25
H 2.501415 -1.161866 0.661269 -1.8 0.1 -0.8 0.25
H 0.901526 -2.058443 0.501362 0.8 1.8 -0.6 0.26
H 1.795678 -0.395263 -2.092387 -0.3 -1.3 0.9 0.24
H 2.876862 -1.776973 -1.520041 -2.0 0.6 -0.1 0.27
H -1.014144 -2.341778 -2.940572 0.3 -0.3 0.9 0.41
H -1.085304 -3.146645 -1.429878 0.5 0.2 -0.8 0.40
```
Forces are in eV/Å.

HOMO level = -12.806 eV
orbital gap = 8.701 eV
net charge = +1


(5)
Computed, not measured: a 3-piece molecular cluster, C8H16BClNO6 overall, with ωB97M-V with the def2-TZVPD basis set.

The geometry in XYZ format:
```
33
Properties=species:S:1:pos:R:3:forces:R:3:nbo_charge:R:1
C -0.122210 1.869510 2.814920 0.0 0.0 0.1 -0.42
N 0.231799 1.114249 1.621525 -0.2 0.5 -0.4 -0.67
C 1.578126 0.501445 1.698779 0.1 -0.3 -0.2 -0.48
B 1.785446 -0.642801 2.845274 0.0 0.2 0.1 -0.07
Cl 3.080284 0.015775 4.216776 0.0 0.0 0.0 -0.46
H -0.196811 2.946776 2.604325 0.1 0.0 0.0 0.15
H 0.629608 1.737035 3.598073 -0.1 0.0 0.1 0.22
H -1.084917 1.557128 3.232631 0.0 0.0 0.0 0.17
H -0.450937 0.390938 1.451742 0.1 -0.2 0.2 0.34
H 2.305318 1.317201 1.782123 0.0 0.0 0.0 0.18
H 1.761283 0.049346 0.714695 0.0 0.1 0.0 0.18
H 0.746169 -0.838173 3.458052 0.0 0.0 0.0 -0.09
H 2.266405 -1.657984 2.411127 0.1 0.0 0.1 -0.06
C 1.792296 -2.600388 -2.813344 0.0 0.0 -0.1 -0.09
C 0.386196 -3.175480 -2.841806 -0.1 0.1 0.0 -0.11
O 0.297970 -3.810029 -1.566213 0.0 0.0 0.1 -0.50
C 1.189806 -3.216983 -0.718509 0.0 0.1 -0.1 0.96
O 1.239684 -3.393866 0.447137 0.0 -0.2 0.0 -0.53
O 2.009404 -2.391334 -1.422898 0.0 0.0 0.0 -0.49
H 1.892441 -1.656714 -3.343392 0.0 0.0 0.1 0.20
H 2.535688 -3.312082 -3.182728 0.0 0.0 0.0 0.17
H -0.374636 -2.394902 -2.904621 0.0 0.0 0.0 0.21
H 0.227906 -3.915664 -3.622816 0.0 0.0 0.0 0.19
C -1.869358 3.007430 -1.097414 0.0 0.1 0.2 -0.10
C -3.102844 2.423073 -0.433212 0.0 0.0 0.1 -0.10
O -3.303947 1.217295 -1.181310 0.0 0.0 0.0 -0.50
C -2.110165 0.846533 -1.710215 0.0 0.1 0.2 0.98
O -1.898963 -0.209601 -2.214901 0.0 -0.1 -0.1 -0.60
O -1.213158 1.838701 -1.581975 0.1 -0.1 -0.3 -0.47
H -1.203946 3.525740 -0.412788 0.0 -0.1 0.0 0.22
H -2.117731 3.649393 -1.945919 0.0 0.0 0.0 0.17
H -2.917337 2.161066 0.609184 0.0 0.0 0.0 0.20
H -3.988867 3.047365 -0.512300 0.0 0.0 -0.1 0.19
```
Forces are in eV/Å.

HOMO level = -3.798 eV
orbital gap = 6.412 eV
net charge = -1


(6)
Computed, not measured: a 2-piece molecular cluster, C8H16BrN2O overall at a distorted geometry, with ωB97M-V with the def2-TZVPD basis set.

The geometry in XYZ format:
```
28
Properties=species:S:1:pos:R:3:forces:R:3:nbo_charge:R:1
Br -1.797405 3.609222 -1.515279 -0.4 -0.6 0.5 -0.01
C -3.119113 2.470936 -0.579560 -1.4 -0.1 0.3 -0.45
C -3.465742 1.137883 -1.339862 0.2 0.3 0.2 -0.41
C -2.215986 0.263582 -1.744521 -0.2 0.1 0.6 -0.46
C -1.530755 -0.333960 -0.468537 -0.6 -2.0 2.1 0.17
C -2.101747 -1.209836 0.529022 0.2 1.3 -1.7 -0.07
N -1.151571 -1.488610 1.535352 0.6 1.9 -2.5 -0.47
C -0.006786 -0.823311 1.186645 -0.4 -0.2 -0.2 0.24
N -0.204685 -0.159252 0.001732 -0.9 -1.0 1.4 -0.48
H -4.071689 3.077711 -0.552058 1.2 -0.5 0.0 0.24
H -2.827286 2.321260 0.497936 0.1 0.1 -1.3 0.22
H -4.162130 0.551832 -0.670824 0.7 0.5 -0.7 0.22
H -4.055018 1.393972 -2.260929 0.7 -0.3 0.8 0.24
H -2.597898 -0.549959 -2.427135 0.7 0.7 0.8 0.26
H -1.502593 0.919887 -2.310207 -0.5 -0.8 0.5 0.26
H -3.138478 -1.617167 0.511441 1.2 0.3 0.3 0.26
H -1.289025 -2.076405 2.360461 0.2 0.4 -0.5 0.47
H 0.944796 -0.836202 1.772461 -0.8 0.1 -0.8 0.29
H 0.538509 0.383885 -0.438780 -0.4 -0.1 0.2 0.46
C 4.426279 -1.433774 0.068040 0.0 0.0 -0.1 -0.64
C 4.103512 -0.099476 0.712179 0.3 -0.4 0.1 -0.06
O 3.325037 -0.291606 1.894797 -0.4 0.0 0.0 -0.75
H 3.508188 -1.969676 -0.185731 0.0 0.1 -0.1 0.20
H 5.015888 -1.296462 -0.840000 0.0 -0.1 0.0 0.23
H 4.987082 -2.070018 0.757266 0.1 0.1 -0.1 0.21
H 3.525330 0.525135 0.028739 0.0 0.1 0.2 0.16
H 5.018683 0.436017 0.977777 0.0 0.1 -0.2 0.18
H 3.844602 -0.835609 2.499576 -0.1 0.1 0.0 0.48
```
Forces are in eV/Å.

HOMO level = -13.071 eV
orbital gap = 10.016 eV
net charge = +1


Question: Look up the net charge of the first one.
Answer: 0


Question: The lowest orbital gap belongs to which entry?
Answer: C8H16AlO10P